{"formula": "C29H27I2NP2RuS2", "method": "ωB97M-V/def2-TZVPD", "multiplicity": 1, "charge": 2, "homo_energy_ev": [-14.02, -13.98], "homo_lumo_gap_ev": [6.39, 6.41], "lumo_energy_ev": [-7.6, -7.6], "symbols": ["Ru", "S", "P", "C", "P", "S", "C", "C", "C", "C", "C", "C", "C", "C", "C", "C", "C", "C", "C", "C", "C", "C", "C", "C", "C", "C", "C", "C", "C", "C", "H", "H", "H", "H", "H", "H", "H", "H", "H", "H", "H", "H", "H", "H", "H", "H", "H", "H", "H", "H", "I", "C", "I", "H", "H", "C", "C", "C", "N", "H", "H", "H", "H", "H"], "xyz": [[1.3201, 1.5847, 0.4826], [-0.5384, 3.0075, 0.0603], [-1.4092, 1.1801, -0.2126], [0.0847, 0.2799, 0.1831], [1.0441, -1.1998, -0.0390], [2.8335, -0.2296, 0.0309], [0.7224, -2.2845, 1.3352], [1.4512, -3.4715, 1.4346], [1.2264, -4.3201, 2.5041], [0.2782, -3.9895, 3.4664], [-0.4466, -2.8105, 3.3672], [-0.2250, -1.9503, 2.3013], [0.7200, -2.0481, -1.5678], [-0.3884, -2.8968, -1.6407], [-0.7101, -3.4936, -2.8467], [0.0793, -3.2586, -3.9672], [1.1888, -2.4285, -3.8900], [1.5110, -1.8120, -2.6910], [-1.9198, 0.8298, -1.8790], [-3.2704, 0.6742, -2.1929], [-3.6388, 0.4176, -3.5050], [-2.6684, 0.3130, -4.4903], [-1.3223, 0.4736, -4.1787], [-0.9456, 0.7407, -2.8765], [-2.7126, 0.7817, 0.9342], [-3.2630, -0.5046, 0.9068], [-4.2457, -0.8443, 1.8178], [-4.6823, 0.0955, 2.7476], [-4.1370, 1.3701, 2.7736], [-3.1426, 1.7182, 1.8699], [2.1848, -3.7332, 0.6804], [1.7852, -5.2422, 2.5868], [0.1032, -4.6592, 4.2977], [-1.1851, -2.5618, 4.1175], [-0.7934, -1.0298, 2.2279], [-0.9835, -3.1012, -0.7577], [-1.5635, -4.1546, -2.9127], [-0.1674, -3.7388, -4.9049], [1.8073, -2.2666, -4.7624], [2.3741, -1.1616, -2.6231], [-4.0286, 0.7584, -1.4260], [-4.6840, 0.3030, -3.7572], [-2.9617, 0.1131, -5.5123], [-0.5726, 0.3996, -4.9546], [0.1033, 0.8840, -2.6394], [-2.9318, -1.2299, 0.1711], [-4.6802, -1.8345, 1.8011], [-5.4582, -0.1705, 3.4531], [-4.4873, 2.0959, 3.4945], [-2.7126, 2.7120, 1.8850], [1.6459, 1.5905, 3.0703], [3.5561, 0.7002, 3.5081], [5.2128, 1.4819, 2.4994], [3.4460, -0.3558, 3.2951], [3.6602, 0.9036, 4.5687], [4.6560, 5.9326, 0.9400], [4.3520, 5.1861, -0.3646], [3.4389, 4.0683, -0.1398], [2.7298, 3.1932, 0.0688], [5.3411, 6.7491, 0.7249], [5.1229, 5.2726, 1.6690], [3.7483, 6.3498, 1.3719], [5.2593, 4.7778, -0.8126], [3.8892, 5.8435, -1.1020]]}

{"formula": "C29H27N5O2PtSi", "method": "ωB97M-V/def2-TZVPD", "multiplicity": 1, "relative_energy_kcal_mol": 41.9, "charge": 0, "homo_energy_ev": -5.85, "homo_lumo_gap_ev": 4.84, "lumo_energy_ev": -1.0, "symbols": ["Pt", "C", "N", "C", "C", "C", "C", "C", "N", "C", "C", "C", "C", "C", "C", "H", "H", "H", "H", "H", "H", "H", "H", "H", "H", "H", "O", "N", "O", "C", "C", "C", "C", "C", "C", "N", "C", "C", "N", "C", "C", "C", "C", "H", "H", "H", "H", "H", "H", "H", "C", "Si", "C", "C", "C", "C", "H", "H", "H", "H", "H", "H", "H", "H", "H"], "xyz": [[-0.6086, 0.3600, 0.1757], [-0.6987, 3.3512, -0.3621], [-0.8162, 2.0117, -0.9440], [-1.0693, 1.8423, -2.1870], [-0.0581, -0.2132, -3.2537], [0.8314, -0.5730, -4.2408], [1.5037, -1.7191, -3.7118], [0.9763, -2.0275, -2.4705], [0.0352, -1.0737, -2.2174], [0.3202, 3.3458, 0.7464], [0.0571, 2.6134, 1.9042], [0.9971, 2.5302, 2.9181], [2.2122, 3.1938, 2.7917], [2.4809, 3.9262, 1.6453], [1.5374, 3.9957, 0.6237], [-1.6783, 3.6131, 0.0459], [-0.4428, 4.0779, -1.1369], [-1.1538, 2.7160, -2.8378], [0.9958, -0.1162, -5.2028], [2.3028, -2.2575, -4.1973], [1.2237, -2.8114, -1.7746], [-0.9041, 2.1141, 2.0200], [0.7793, 1.9590, 3.8123], [2.9454, 3.1393, 3.5863], [3.4254, 4.4448, 1.5412], [1.7561, 4.5587, -0.2762], [1.8936, -4.2682, 5.8789], [0.9412, -3.6743, 5.4204], [-0.1942, -3.7391, 5.8476], [1.1912, -2.7694, 4.2768], [2.3469, -2.0838, 4.3039], [2.6498, -1.1737, 3.2436], [3.8733, -0.4817, 3.1788], [4.1290, 0.3173, 2.0971], [3.1610, 0.3957, 1.0821], [2.0091, -0.2268, 1.1336], [1.7278, -0.9817, 2.2051], [0.4472, -1.6748, 2.2411], [-0.4746, -1.4168, 1.2722], [-1.5357, -2.2011, 1.1696], [-1.7900, -3.2436, 2.0662], [-0.9523, -3.4333, 3.1286], [0.2029, -2.6317, 3.2374], [3.0473, -2.2382, 5.1130], [4.5971, -0.5998, 3.9758], [5.0567, 0.8651, 2.0061], [3.3481, 0.9858, 0.1908], [-2.1806, -1.9707, 0.3269], [-2.6663, -3.8597, 1.9258], [-1.1642, -4.1901, 3.8672], [-4.3211, 0.6651, -2.5788], [-2.8720, 0.1923, -3.6658], [-2.9200, -1.6023, -4.1650], [-2.8492, 1.2840, -5.1951], [-1.2826, 0.4754, -2.6771], [-1.1940, -0.6258, -1.5022], [-5.2742, 0.4401, -3.0625], [-4.3126, 1.7333, -2.3468], [-4.2718, 0.1140, -1.6378], [-3.8020, -1.8151, -4.7740], [-2.9405, -2.2382, -3.2794], [-2.0310, -1.8595, -4.7451], [-3.7424, 1.1185, -5.8022], [-1.9785, 1.0652, -5.8176], [-2.8226, 2.3458, -4.9374]]}

{"formula": "C29H27N5O5SbW", "method": "ωB97M-V/def2-TZVPD", "multiplicity": 1, "relative_energy_kcal_mol": 12.5, "charge": 1, "homo_energy_ev": [-10.82, -10.82], "homo_lumo_gap_ev": [6.30, 6.30], "lumo_energy_ev": [-4.5, -4.5], "symbols": ["W", "O", "C", "N", "C", "O", "C", "C", "C", "C", "C", "N", "C", "C", "C", "C", "C", "N", "H", "H", "H", "H", "H", "H", "H", "H", "O", "C", "C", "C", "C", "C", "C", "C", "O", "N", "N", "C", "C", "C", "C", "C", "C", "C", "O", "H", "H", "H", "H", "H", "H", "H", "H", "H", "H", "C", "Sb", "C", "C", "H", "H", "H", "H", "H", "H", "H", "H", "H"], "xyz": [[-0.0328, 0.0362, 0.8119], [-3.4247, 1.7063, 2.4608], [-2.5550, 1.0210, 1.9975], [-1.3763, 1.4539, 1.4095], [-1.2344, 2.7237, 0.8890], [-2.1113, 3.5046, 0.6189], [0.2003, 2.9743, 0.5560], [0.6421, 4.2552, 0.3020], [1.9897, 4.4747, 0.0801], [2.8468, 3.3827, 0.1460], [2.3359, 2.1261, 0.3827], [1.0208, 1.8873, 0.5477], [-2.6492, -0.4807, 1.9670], [-3.7471, -1.1003, 2.5322], [-3.8956, -2.4690, 2.4192], [-2.9354, -3.1759, 1.7030], [-1.8623, -2.5035, 1.1715], [-1.6866, -1.1735, 1.2935], [-0.0979, 5.0442, 0.3043], [2.3727, 5.4656, -0.1210], [3.9133, 3.5009, 0.0196], [2.9895, 1.2694, 0.4420], [-4.4668, -0.4759, 3.0440], [-4.7383, -2.9789, 2.8649], [-3.0144, -4.2458, 1.5748], [-1.1008, -3.0201, 0.6046], [4.5466, -1.1420, -2.0201], [3.6490, -0.8220, -2.9579], [4.0980, -0.7147, -4.2750], [3.2316, -0.3580, -5.2851], [1.8864, -0.1044, -5.0153], [1.4276, -0.2159, -3.7233], [2.2909, -0.5746, -2.6787], [1.7780, -0.6616, -1.3194], [0.4694, -0.4949, -1.0741], [2.5638, -0.8055, -0.3062], [1.8982, -0.7412, 0.9196], [1.1464, -1.8504, 1.2286], [0.9811, -2.0900, 2.6744], [1.2493, -3.2878, 3.3217], [1.2314, -3.3379, 4.7075], [0.9554, -2.1924, 5.4438], [0.6492, -0.9977, 4.8093], [0.6361, -0.9561, 3.4245], [0.2436, 0.1317, 2.7225], [4.1305, -1.0892, -1.1355], [5.1444, -0.9098, -4.4681], [3.6022, -0.2694, -6.2979], [1.2119, 0.1632, -5.8170], [0.3875, -0.0312, -3.4926], [1.2896, -2.7183, 0.5859], [1.5040, -4.1676, 2.7420], [1.4552, -4.2678, 5.2125], [0.9719, -2.2327, 6.5245], [0.4045, -0.1046, 5.3701], [-1.0272, 2.2514, -2.3776], [-2.0284, 0.6225, -1.3812], [-4.0106, 1.4365, -1.2601], [-2.3748, -0.5835, -3.1345], [-1.2009, 2.1661, -3.4484], [0.0423, 2.2041, -2.1820], [-1.4305, 3.1963, -2.0182], [-4.2883, 1.8002, -2.2481], [-4.0485, 2.2477, -0.5370], [-4.6977, 0.6450, -0.9623], [-2.3317, 0.0512, -4.0175], [-3.3740, -1.0102, -3.0562], [-1.6457, -1.3867, -3.2192]]}

{"formula": "C29H28CsFN3O3", "method": "ωB97M-V/def2-TZVPD", "multiplicity": 1, "relative_energy_kcal_mol": 38.0, "charge": -1, "homo_energy_ev": -4.13, "homo_lumo_gap_ev": 6.15, "lumo_energy_ev": 2.0, "symbols": ["Cs", "C", "C", "C", "C", "C", "C", "C", "C", "C", "C", "N", "C", "C", "C", "C", "C", "N", "H", "H", "H", "H", "H", "H", "H", "H", "H", "H", "H", "H", "H", "H", "H", "H", "H", "C", "C", "C", "C", "C", "C", "C", "F", "C", "C", "C", "O", "C", "C", "N", "C", "C", "O", "O", "H", "H", "H", "H", "H", "H", "H", "H", "H", "H", "H"], "xyz": [[-0.3822, 0.5139, -1.1986], [-3.1814, -0.8119, 2.0165], [-2.9489, 0.6962, 1.8759], [-4.2311, 1.4905, 1.7926], [-4.9836, 1.6304, 2.9564], [-6.1531, 2.3672, 2.9878], [-6.5785, 3.0033, 1.8296], [-5.8515, 2.9015, 0.6555], [-6.3389, 3.5713, -0.6025], [-7.1092, 2.5927, -1.4970], [-4.6728, 2.1251, 0.6138], [-3.9703, 2.1088, -0.5826], [-3.6318, 1.0177, -1.1653], [-2.8947, 0.9467, -2.3777], [-2.4903, 1.9861, -3.2380], [-1.7501, 1.3766, -4.2442], [-1.7401, 0.0027, -3.9306], [-2.4220, -0.2618, -2.8174], [-2.2260, -1.3302, 2.1224], [-3.6970, -1.2136, 1.1428], [-3.7909, -1.0293, 2.8953], [-2.3298, 0.8742, 1.0004], [-2.3858, 1.0407, 2.7464], [-4.6266, 1.1496, 3.8620], [-6.7222, 2.4567, 3.9054], [-7.4836, 3.6022, 1.8380], [-5.4805, 3.9519, -1.1578], [-6.9857, 4.4122, -0.3390], [-6.4733, 1.7446, -1.7521], [-7.4239, 3.0753, -2.4250], [-7.9955, 2.2176, -0.9811], [-3.9454, 0.0435, -0.7623], [-2.7683, 3.0265, -3.1591], [-1.3143, 1.8432, -5.1162], [-1.2938, -0.7977, -4.5093], [6.0655, -2.2398, 2.7443], [6.2406, -1.2244, 1.6133], [7.4277, -1.5321, 0.7067], [7.1932, -2.8388, -0.0431], [5.8644, -2.8041, -0.7529], [5.6379, -3.5790, -1.8698], [4.4074, -3.5348, -2.5121], [4.2288, -4.3107, -3.6044], [3.3918, -2.7335, -2.0734], [3.5977, -1.9262, -0.9504], [2.4821, -1.0603, -0.4989], [1.3807, -1.1359, -1.0531], [2.8103, -0.1991, 0.6106], [4.0222, -0.3120, 1.2020], [5.0223, -1.1451, 0.8098], [4.8352, -1.9582, -0.2882], [1.8889, 0.9109, 1.2003], [2.0725, 1.1441, 2.4055], [1.1182, 1.4622, 0.3846], [6.9927, -2.3464, 3.3108], [5.7751, -3.2152, 2.3531], [5.2810, -1.9018, 3.4217], [6.3855, -0.2392, 2.0591], [8.3378, -1.5824, 1.3055], [7.5424, -0.7159, -0.0107], [7.2133, -3.6734, 0.6637], [7.9943, -3.0121, -0.7628], [6.4122, -4.2299, -2.2581], [2.4308, -2.6961, -2.5684], [4.2207, 0.3044, 2.0709]]}

no.,energy (Ha)
1,-3344.900929
2,-1954.187804
3,-2078.465195
4,-1631.975107